C3H5FO | ωB97M-V/def2-TZVPD

Last column: natural (NBO) charge in e.
Geometry (Å):
C1 -0.63 1.18 0.02  -0.739
C2 -0.66 -0.28 -0.01  0.586
C3 0.85 -0.96 0.12  -0.068
H1 -1.47 1.54 0.69  0.255
H2 -0.89 1.27 -0.99  0.254
H3 0.35 1.54 0.12  0.257
H4 1.01 -1.88 -0.66  0.175
H5 1.29 -1.39 1.00  0.191
O1 -1.56 -1.09 -0.12  -0.528
F1 1.71 0.07 -0.17  -0.382

## Properties
Charge ... 0
E_tot ... -7955.488 eV
SMILES string ... CC(=O)CF

C3H5FO2 | ωB97M-V/def2-TZVPD

Last column: natural (NBO) charge in e.
Geometry (Å):
C1 -2.43 -0.31 -0.53  -0.511
C2 -1.33 -0.10 0.16  0.233
C3 2.81 -0.49 -0.41  0.451
O1 3.85 0.17 -0.82  -0.675
O2 2.47 -0.09 0.86  -0.772
F1 -0.31 -0.82 -0.16  -0.330
H1 -2.37 -1.03 -1.40  0.218
H2 -3.44 0.01 -0.32  0.218
H3 -1.03 0.55 1.03  0.170
H4 4.37 0.68 -0.11  0.476
H5 1.69 -0.41 1.37  0.520

## Properties
Charge ... 0
E_tot ... -10001.121 eV